Below is a structure of composition C4H6N2O in a non-equilibrium geometry, with properties calculated with wB97M-V/def2-TZVPD.

For the orbital gap, the calculation gives 7.780 eV. The total charge is 0. The energy above the lowest of the compared OMol25 structures with the same formula, charge and spin is 97.0 kcal/mol. The spin multiplicity is 1. The calculation puts the highest occupied orbital energy at -0.27036 Eh.

Structure (XYZ):
```
13
C4H6N2O | the Open Molecules 2025 dataset | wB97M-V/def2-TZVPD
C 2.29 0.33 -0.06
C 0.76 0.27 -0.09
C 0.11 -0.91 0.19
N -1.25 -0.73 0.19
C -1.69 0.47 -0.10
O -3.09 0.35 -0.18
N -0.02 1.33 -0.37
H 2.66 0.15 0.96
H 2.72 1.28 -0.40
H 2.68 -0.46 -0.71
H 0.51 -1.84 0.52
H -1.90 -1.50 0.37
H -3.64 1.14 -0.27
```